(1)
# C36H33N6O2PPdS2

C36H33N6O2PPdS2 as an isolated structure (ωB97M-V with the def2-TZVPD basis set, the OMol25 dataset).

Output
HOMO-LUMO gap	6.4	eV
HOMO	-13.5	eV
charge	+2

Each line ends with the Löwdin charge.
CARTESIAN COORDINATES (ANGSTROEM)
Pd: -0.521 -0.147 -0.313  0.775
N: -2.787 0.106 3.369  0.121
C: -1.923 -0.101 2.361  -0.772
S: -2.298 0.701 0.850  0.783
N: -0.890 -0.843 2.550  0.048
N: -0.072 -0.935 1.460  -0.121
C: 1.052 -1.555 1.598  -0.175
C: 1.522 -2.134 2.874  -0.182
C: 0.720 -2.969 3.650  -0.023
C: 1.221 -3.507 4.823  -0.049
C: 2.508 -3.193 5.242  -0.050
C: 3.306 -2.355 4.478  -0.052
C: 2.820 -1.836 3.288  -0.038
C: 1.879 -1.645 0.399  -0.240
C: 2.914 -2.549 0.273  0.033
C: 3.675 -2.540 -0.886  0.009
C: 3.389 -1.610 -1.866  0.009
C: 2.319 -0.754 -1.682  -0.072
N: 1.557 -0.781 -0.581  0.030
H: -3.557 0.743 3.272  0.102
H: -2.566 -0.252 4.283  0.124
H: -0.281 -3.214 3.326  0.113
H: 0.606 -4.173 5.414  0.116
H: 2.888 -3.603 6.169  0.117
H: 4.307 -2.106 4.805  0.115
H: 3.443 -1.173 2.697  0.122
H: 3.112 -3.252 1.069  0.136
H: 4.488 -3.242 -1.010  0.132
H: 3.967 -1.549 -2.778  0.131
H: 2.093 -0.017 -2.429  0.101
O: 0.148 -0.845 -3.888  0.138
C: -0.058 0.162 -3.268  -0.593
O: -0.911 0.200 -2.228  -0.291
C: 0.559 1.465 -3.578  -0.160
C: 0.952 1.794 -4.869  0.026
C: 1.488 3.045 -5.124  -0.020
C: 1.636 3.973 -4.096  -0.028
C: 1.257 3.653 -2.801  -0.062
C: 0.724 2.389 -2.551  -0.270
P: 0.184 2.047 -0.876  1.096
C: -1.179 3.176 -0.608  -0.407
C: -1.029 4.287 0.217  -0.067
C: -2.081 5.186 0.349  -0.046
C: -3.267 4.975 -0.337  -0.043
C: -3.410 3.869 -1.171  -0.050
C: -2.371 2.967 -1.311  -0.132
C: 1.492 2.365 0.289  -0.365
C: 1.188 2.225 1.650  -0.105
C: 2.171 2.434 2.598  -0.048
C: 3.463 2.765 2.195  -0.043
C: 3.773 2.875 0.849  -0.046
C: 2.792 2.665 -0.113  -0.067
H: 0.822 1.064 -5.658  0.136
H: 1.783 3.310 -6.131  0.124
H: 2.042 4.954 -4.304  0.123
H: 1.355 4.388 -2.012  0.123
H: -0.105 4.458 0.754  0.109
H: -1.967 6.054 0.985  0.118
H: -4.083 5.677 -0.228  0.119
H: -4.332 3.718 -1.718  0.119
H: -2.471 2.116 -1.973  0.105
H: 0.181 1.966 1.959  0.090
H: 1.936 2.339 3.650  0.119
H: 4.231 2.934 2.939  0.119
H: 4.780 3.128 0.541  0.119
H: 3.045 2.739 -1.163  0.106
C: -2.409 -5.213 -1.796  -0.026
N: -3.153 -4.123 -1.186  -0.149
C: -4.614 -4.176 -1.045  -0.077
C: -4.968 -2.778 -0.504  -0.091
N: -3.648 -2.143 -0.404  0.038
C: -2.670 -2.942 -0.821  -0.705
S: -1.000 -2.571 -0.919  0.810
H: -2.731 -6.156 -1.355  0.102
H: -1.347 -5.080 -1.611  0.055
H: -2.586 -5.243 -2.872  0.106
H: -4.886 -4.972 -0.353  0.131
H: -5.076 -4.385 -2.009  0.133
H: -5.448 -2.827 0.470  0.123
H: -5.610 -2.222 -1.183  0.125
H: -3.484 -1.203 -0.083  0.037

(2)
# C36H34BBrFN6O2Sr

C36H34BBrFN6O2Sr as an isolated structure (ωB97M-V with the def2-TZVPD basis set, the OMol25 dataset).

Output
HOMO-LUMO gap	5.2	eV
HOMO	-2.9	eV
charge	-1

Each line ends with the Löwdin charge.
CARTESIAN COORDINATES (ANGSTROEM)
Sr: -0.451 0.018 0.570  1.508
C: -2.503 4.062 -1.745  -0.109
C: -3.292 3.335 -2.649  -0.105
C: -3.507 1.999 -2.451  -0.039
C: -2.933 1.347 -1.325  -0.401
N: -2.135 2.053 -0.480  0.049
C: -1.953 3.355 -0.697  -0.176
N: -3.153 0.007 -1.176  0.101
C: -2.934 -0.483 0.082  -0.360
N: -2.118 -1.639 0.313  0.039
C: -1.839 -1.761 1.715  -0.372
N: -0.961 -2.726 2.190  0.103
C: 0.023 -2.250 2.981  -0.387
C: 0.666 -3.140 3.898  -0.041
C: 1.599 -2.672 4.778  -0.113
C: 1.959 -1.314 4.773  -0.123
C: 1.369 -0.527 3.811  -0.235
N: 0.464 -0.949 2.925  0.015
C: -2.548 -0.755 2.349  -0.179
C: -2.709 -0.450 3.743  -0.030
C: -3.530 0.570 4.080  -0.103
C: -4.245 1.339 3.076  -0.102
C: -4.109 1.084 1.756  -0.034
C: -3.233 0.025 1.344  -0.177
H: -2.309 5.118 -1.865  0.080
H: -3.733 3.829 -3.508  0.094
H: -4.111 1.405 -3.123  0.098
H: -1.303 3.868 0.008  0.088
H: 0.348 -4.174 3.895  0.096
H: 2.049 -3.353 5.493  0.093
H: 2.684 -0.903 5.461  0.082
H: 1.655 0.518 3.719  0.088
H: -2.191 -1.034 4.492  0.110
H: -3.678 0.821 5.124  0.086
H: -4.913 2.126 3.406  0.086
H: -4.658 1.650 1.014  0.112
C: 2.483 5.418 1.057  -0.044
C: 2.798 3.957 1.183  -0.258
C: 4.093 3.456 1.206  -0.033
C: 4.317 2.094 1.243  -0.102
C: 3.205 1.258 1.267  -0.738
Br: 3.485 -0.608 1.160  0.830
N: 1.971 1.704 1.305  0.020
C: 1.776 3.017 1.252  -0.098
H: 3.368 6.029 1.236  0.073
H: 1.711 5.722 1.765  0.081
H: 2.115 5.645 0.055  0.087
H: 4.935 4.139 1.182  0.114
H: 5.313 1.676 1.236  0.096
H: 0.741 3.348 1.254  0.118
F: 1.014 2.579 -5.546  0.001
C: 0.935 2.078 -4.273  -0.310
C: -0.001 1.108 -3.990  -0.038
C: -0.057 0.624 -2.681  -0.199
C: 0.768 1.055 -1.621  -0.214
C: 1.690 2.036 -2.019  -0.170
C: 1.795 2.559 -3.311  -0.053
H: -0.670 0.758 -4.768  0.108
H: -0.825 -0.133 -2.501  0.062
H: 2.401 2.441 -1.294  0.058
H: 2.518 3.324 -3.573  0.098
C: 2.027 -2.562 -1.990  0.003
C: 0.857 -3.160 -1.237  -0.431
C: 1.319 -4.127 -0.159  -0.002
O: 0.159 -2.095 -0.528  -0.004
B: -1.197 -2.389 -0.602  -0.710
O: -1.505 -3.372 -1.470  0.201
C: -0.273 -3.737 -2.162  -0.437
C: -0.325 -3.078 -3.530  0.003
C: -0.243 -5.245 -2.300  -0.009
H: 2.824 -2.301 -1.295  0.056
H: 1.734 -1.652 -2.512  0.086
H: 2.420 -3.286 -2.709  0.096
H: 1.970 -3.589 0.532  0.085
H: 1.876 -4.957 -0.596  0.092
H: 0.479 -4.506 0.424  0.096
H: -0.298 -1.992 -3.458  0.075
H: -1.259 -3.363 -4.016  0.100
H: 0.508 -3.406 -4.154  0.094
H: -0.379 -5.737 -1.339  0.089
H: 0.706 -5.569 -2.731  0.095
H: -1.047 -5.560 -2.966  0.092

(3)
# C36H34Br2Cl5N2O3Tc

C36H34Br2Cl5N2O3Tc as an isolated structure (ωB97M-V with the def2-TZVPD basis set, the OMol25 dataset).

Output
HOMO-LUMO gap (alpha / beta)	6.3 / 6.8	eV
spin multiplicity	2
HOMO (alpha / beta)	-10.7 / -10.9	eV
charge	+1

Each line ends with the Löwdin charge.
CARTESIAN COORDINATES (ANGSTROEM)
Tc: 0.103 0.031 -0.342  1.404
O: -0.266 0.068 4.453  0.073
C: -1.090 -1.001 4.264  -0.266
C: -1.265 -1.992 5.218  -0.006
C: -2.128 -3.045 4.963  -0.062
C: -2.820 -3.116 3.762  -0.072
C: -2.637 -2.124 2.812  -0.034
C: -1.775 -1.062 3.049  -0.125
C: -1.509 0.010 2.037  -0.319
O: -0.227 -0.174 1.445  -0.328
N: -2.481 -0.024 0.935  0.035
N: -1.935 0.681 -0.121  -0.145
C: -2.621 1.511 -0.804  -0.174
C: -2.022 2.294 -1.866  -0.641
Br: -0.118 2.429 -1.764  0.868
C: -2.678 2.978 -2.810  -0.070
C: -4.111 2.871 -3.091  -0.220
C: -4.808 1.668 -2.947  -0.042
C: -6.166 1.614 -3.218  -0.059
C: -6.835 2.753 -3.639  -0.060
C: -6.144 3.945 -3.816  -0.059
C: -4.787 4.002 -3.557  -0.025
H: 0.183 -0.012 5.301  0.119
H: -0.726 -1.938 6.157  0.121
H: -2.259 -3.816 5.710  0.113
H: -3.490 -3.940 3.564  0.108
H: -3.147 -2.191 1.860  0.111
H: -1.489 1.008 2.493  0.162
H: -3.388 0.347 1.210  0.151
H: -3.665 1.702 -0.567  0.148
H: -2.115 3.675 -3.422  0.121
H: -4.276 0.759 -2.694  0.099
H: -6.696 0.676 -3.122  0.112
H: -7.895 2.708 -3.853  0.112
H: -6.662 4.828 -4.165  0.113
H: -4.243 4.927 -3.701  0.120
C: 7.659 0.831 1.213  -0.038
C: 7.299 1.077 -0.259  -0.556
C: 8.244 0.258 -1.137  -0.060
C: 7.495 2.564 -0.589  -0.043
C: 5.836 0.693 -0.474  -0.149
C: 4.838 1.426 0.170  -0.072
C: 3.522 1.070 0.001  -0.552
Br: 2.175 2.134 0.795  0.822
C: 3.146 -0.023 -0.797  -0.296
O: 1.823 -0.312 -0.898  -0.356
C: 4.116 -0.765 -1.475  -0.069
C: 5.445 -0.366 -1.275  0.032
C: 3.887 -1.952 -2.421  -0.525
C: 2.439 -2.425 -2.541  -0.055
C: 4.710 -3.152 -1.928  -0.035
C: 4.364 -1.542 -3.824  -0.033
H: 8.700 1.104 1.396  0.090
H: 7.529 -0.219 1.478  0.093
H: 7.035 1.427 1.881  0.081
H: 9.270 0.584 -0.965  0.090
H: 8.028 0.390 -2.199  0.092
H: 8.197 -0.807 -0.904  0.088
H: 8.551 2.825 -0.510  0.089
H: 6.947 3.210 0.098  0.077
H: 7.165 2.790 -1.604  0.094
H: 5.083 2.276 0.791  0.107
H: 6.209 -0.925 -1.793  0.095
H: 2.021 -2.711 -1.577  0.062
H: 2.420 -3.304 -3.189  0.095
H: 1.794 -1.672 -2.993  0.080
H: 4.405 -3.446 -0.922  0.096
H: 5.780 -2.948 -1.909  0.078
H: 4.550 -4.001 -2.593  0.091
H: 3.828 -0.660 -4.177  0.093
H: 4.183 -2.356 -4.527  0.091
H: 5.431 -1.316 -3.842  0.082
Cl: 0.690 -3.001 1.106  0.749
C: -0.440 -2.951 -0.196  -0.687
C: -0.642 -1.776 -0.927  -0.322
C: -1.374 -1.880 -2.105  -0.666
Cl: -1.470 -0.491 -3.146  0.724
C: -1.993 -3.057 -2.509  -0.708
Cl: -2.902 -3.116 -3.962  0.712
C: -1.863 -4.190 -1.708  -0.699
Cl: -2.641 -5.647 -2.160  0.723
C: -1.069 -4.142 -0.563  -0.703
Cl: -0.856 -5.559 0.379  0.715

> Which value of charge does entry 2 give?

-1